[1]
Computed, not measured: a molecular structure, C21H51ClGaN5O5P at a distorted geometry, with wB97M-V/def2-TZVPD.

- total charge = -1
- highest occupied orbital energy (Eh) = -0.12861
- multiplicity = 1
- molecular weight (g mol⁻¹) = 589.82
- Kohn-Sham gap (eV) = 5.36

Geometry as XYZ:
```
85
Properties=species:S:1:pos:R:3:lowdin_charge:R:1
C -2.3797 -1.8591 -7.0664 -0.20
C -1.8570 -1.4652 -5.6513 -0.53
P -1.7567 -2.9352 -4.4751 0.68
C -1.3946 -2.2687 -2.7267 -0.40
Ga 0.1968 -4.2267 -4.9509 0.12
C 1.4049 -3.0542 -6.1566 -0.36
C 2.3777 -2.0480 -5.4649 -0.78
C 2.0783 -0.5599 -5.7925 -0.16
Cl 2.5004 -2.1752 -3.6560 0.54
H -2.9174 -2.8133 -7.0857 0.04
H -2.9961 -1.0264 -7.4417 0.05
H -1.5233 -1.9167 -7.7590 0.05
H -0.8550 -1.0106 -5.7492 0.03
H -2.5359 -0.6972 -5.2461 0.05
H -0.4843 -1.6504 -2.8079 -0.02
H -2.2404 -1.7256 -2.2893 0.01
H -1.1110 -3.1570 -2.1438 0.01
H 0.9008 -4.6522 -3.5633 -0.12
H -0.3130 -5.5608 -5.6868 -0.14
H 0.7658 -2.5197 -6.8821 0.02
H 2.0287 -3.7435 -6.7558 0.03
H 3.3849 -2.2490 -5.8586 0.07
H 1.8799 -0.4139 -6.8603 0.07
H 1.2434 -0.2408 -5.1529 0.05
H 2.9412 0.0609 -5.4980 0.06
C 1.2523 1.7093 0.5148 -0.33
O 1.4139 2.3870 1.5209 -0.02
N 2.1022 0.7542 0.0872 -0.19
C 1.8436 -0.0245 -1.1125 -0.08
C 3.3075 0.4970 0.8509 -0.05
H 0.3763 1.8290 -0.1316 0.11
H 1.7863 -1.0828 -0.8519 0.08
H 2.6539 0.1269 -1.8269 0.06
H 0.9040 0.2773 -1.5713 0.09
H 3.0414 0.2025 1.8685 0.09
H 3.9105 1.4062 0.9021 0.09
H 3.8844 -0.2965 0.3814 0.09
C -2.0115 1.8578 1.1024 -0.35
O -1.7464 1.4786 -0.0191 0.00
N -2.6205 1.1024 2.0413 -0.19
C -2.9078 1.6108 3.3645 -0.07
C -2.9953 -0.2640 1.7045 -0.03
H -1.7667 2.8731 1.4528 0.13
H -2.3967 0.9968 4.1103 0.08
H -3.9852 1.5726 3.5444 0.09
H -2.5684 2.6411 3.4614 0.08
H -2.1053 -0.8281 1.4209 0.10
H -3.6814 -0.2628 0.8583 0.08
H -3.4721 -0.7414 2.5582 0.09
C 1.7747 6.7560 4.2006 -0.37
O 1.9333 7.4216 5.2073 -0.01
N 2.6197 5.8042 3.7583 -0.19
C 2.3635 5.0458 2.5458 -0.06
C 3.8261 5.5233 4.5201 -0.05
H 0.8944 6.8840 3.5491 0.13
H 2.3009 3.9885 2.7877 0.06
H 3.1816 5.2065 1.8387 0.09
H 1.4287 5.3577 2.0836 0.08
H 3.5538 5.2157 5.5204 0.06
H 4.4332 6.4300 4.5875 0.09
H 4.3980 4.7349 4.0403 0.08
C 4.3715 2.3771 6.9306 -0.34
O 4.4907 3.4218 6.3263 0.01
N 3.2745 1.5898 6.8874 -0.20
C 3.1872 0.3499 7.6307 -0.06
C 2.1496 2.0068 6.0652 -0.03
H 5.1689 1.9767 7.5775 0.13
H 3.0330 -0.4807 6.9384 0.09
H 2.3459 0.3995 8.3259 0.09
H 4.1024 0.1760 8.1942 0.08
H 2.4695 2.1032 5.0261 0.09
H 1.7879 2.9787 6.4059 0.10
H 1.3469 1.2760 6.1313 0.09
C -5.5887 -3.1420 -0.8919 -0.36
O -4.7227 -2.4415 -0.4095 0.01
N -5.3715 -4.2480 -1.6334 -0.19
C -6.4627 -5.0335 -2.1668 -0.07
C -4.0031 -4.6652 -1.9072 -0.04
H -6.6608 -2.9235 -0.7517 0.13
H -6.4022 -6.0533 -1.7784 0.08
H -6.3935 -5.0590 -3.2564 0.09
H -7.4216 -4.6016 -1.8819 0.08
H -3.4884 -4.8525 -0.9619 0.09
H -3.4795 -3.8686 -2.4380 0.02
H -3.9983 -5.5682 -2.5125 0.09
```

***

[2]
Computed, not measured: a molecular structure, C16H17O8ReS, with wB97M-V/def2-TZVPD.

- total charge = +1
- expectation value of S² = 3.781
- highest occupied orbital energy (alpha / beta) (Eh) = -0.44443 / -0.44429
- ΔE to the lowest compared entry with this formula, charge and spin (kJ/mol) = 0.00
- multiplicity = 4
- molecular weight (g mol⁻¹) = 555.58
- Kohn-Sham gap (alpha / beta) (eV) = 6.40 / 6.12

Geometry as XYZ:
```
43
Properties=species:S:1:pos:R:3:lowdin_charge:R:1
Re 0.0383 -0.2579 -0.4740 1.79
C 2.7241 1.2166 1.2380 -0.05
C 1.8056 2.3156 1.7886 -0.37
C 2.1210 3.6661 1.1443 -0.05
C 0.3708 1.8968 1.5985 -0.20
C -0.4100 1.4222 2.6507 0.02
C -1.6971 0.9547 2.4429 0.01
C -2.2859 0.9390 1.1722 -0.26
C -3.6727 0.4166 0.9764 -0.01
C -1.5342 1.4410 0.0979 -0.14
C -0.2074 1.9103 0.3113 -0.17
H 3.7712 1.4930 1.3592 0.10
H 2.5618 1.0905 0.1559 0.07
H 2.5612 0.2580 1.7317 0.08
H 1.9774 2.3921 2.8647 0.14
H 2.1371 3.5992 0.0543 0.08
H 3.1091 4.0008 1.4573 0.09
H 1.3999 4.4308 1.4326 0.09
H 0.0073 1.4085 3.6499 0.14
H -2.2675 0.5781 3.2833 0.14
H -4.3823 1.0092 1.5562 0.11
H -3.7416 -0.6122 1.3344 0.09
H -3.9710 0.4453 -0.0694 0.10
H -2.0077 1.6139 -0.8625 0.14
H 0.2792 2.4773 -0.4800 0.13
O 0.5062 -2.6959 -6.0401 0.22
C 0.4598 -2.1977 -4.9651 -0.20
C -0.1428 -0.8004 -4.6205 -0.24
O -0.7193 -0.0583 -5.3559 0.19
C 0.1027 -0.6780 -3.1697 -0.21
C 0.7841 -1.7283 -2.6512 -0.23
O 1.0834 -1.6844 -1.3528 -0.16
C 1.0689 -2.7779 -3.6534 -0.24
O 1.5635 -3.8522 -3.4862 0.19
O -0.2443 0.2954 -2.3052 -0.15
C -0.0162 -3.8369 0.7472 -0.08
S -0.7603 -2.2958 1.1210 0.58
O -1.3178 -1.7298 -0.2045 -0.38
O -1.7193 -2.4113 2.1533 -0.20
O 0.3311 -1.2602 1.3392 -0.41
H 0.1539 -4.3434 1.6951 0.10
H 0.9050 -3.6561 0.1986 0.08
H -0.7252 -4.3943 0.1359 0.10
```

***

[3]
Computed, not measured: a molecular structure, C16H7Cl2F9FeN2OS, with wB97M-V/def2-TZVPD.

- expectation value of S² = 6.014
- highest occupied orbital energy (alpha / beta) (Eh) = -0.30117 / -0.30851
- ΔE to the lowest compared entry with this formula, charge and spin (kJ/mol) = 0.00
- multiplicity = 5
- molecular weight (g mol⁻¹) = 573.05
- Kohn-Sham gap (alpha / beta) (eV) = 6.88 / 6.99

Geometry as XYZ:
```
39
Properties=species:S:1:pos:R:3:lowdin_charge:R:1
Fe -0.1978 -0.0952 -0.0161 0.45
Cl -0.0705 -0.6151 2.3838 0.75
C -1.0232 -2.1058 2.4811 -0.59
C -1.2038 -2.6100 3.7554 -0.12
C -1.9209 -3.7837 3.9124 -0.08
C -2.4350 -4.4187 2.7933 -0.11
C -2.2363 -3.8806 1.5352 -0.68
Cl -2.9137 -4.7306 0.1876 0.67
C -1.5172 -2.6900 1.3143 -0.70
S -1.3284 -2.0622 -0.3065 0.60
H -0.7904 -2.0869 4.6043 0.10
H -2.0779 -4.1992 4.8971 0.11
H -2.9971 -5.3364 2.8830 0.10
N 6.9440 -0.0305 -2.1888 0.19
C 5.8502 -0.0483 -1.8424 -0.16
C 4.4855 -0.0723 -1.4084 -0.20
C 4.1053 -0.8793 -0.3387 0.02
C 2.7791 -0.8669 0.0440 -0.09
N 1.8579 -0.1123 -0.5643 -0.01
C 2.2267 0.6563 -1.5928 -0.07
C 3.5301 0.7087 -2.0512 0.03
H 4.8226 -1.4983 0.1787 0.13
H 2.4286 -1.4798 0.8641 0.11
H 1.4501 1.2540 -2.0474 0.10
H 3.7922 1.3440 -2.8837 0.13
F -0.8923 1.3838 -2.9520 0.14
C -1.9500 1.8513 -2.2542 -0.55
F -2.6455 2.6493 -3.0652 0.18
F -2.7055 0.7935 -1.9570 0.16
C -1.4506 2.5545 -0.9563 -0.30
O -0.7007 1.6953 -0.2327 -0.21
C -2.6675 3.0055 -0.0955 -0.55
F -3.4779 3.8506 -0.7460 0.17
F -3.3902 1.9440 0.2753 0.17
F -2.2500 3.6131 1.0200 0.17
C -0.5789 3.7929 -1.3218 -0.54
F 0.4865 3.4136 -2.0585 0.14
F -1.2398 4.7157 -2.0265 0.18
F -0.0977 4.3762 -0.2237 0.18
```

***

[4]
Computed, not measured: C6H9N in the gas phase, with wB97M-V/def2-TZVPD.

- highest occupied orbital energy (Eh) = -0.24187
- ΔE to the lowest compared entry with this formula, charge and spin (kJ/mol) = 431.11
- multiplicity = 1
- molecular weight (g mol⁻¹) = 95.14
- Kohn-Sham gap (eV) = 7.47

Geometry as XYZ:
```
16
Properties=species:S:1:pos:R:3:lowdin_charge:R:1
C -0.8155 -1.3027 -2.9912 -0.10
C -0.7582 -0.5706 -1.7234 -0.07
C -0.6879 0.0226 -0.6762 -0.03
C -0.7153 0.7857 0.5705 -0.14
N 0.5062 0.6890 1.4205 -0.30
C 0.6318 1.6544 2.3344 -0.05
C 1.4111 -0.2680 1.2488 -0.02
H -0.6629 -0.6345 -3.8450 0.08
H -1.7838 -1.7979 -3.1179 0.08
H -0.0390 -2.0735 -3.0241 0.08
H -0.7970 1.8519 0.3406 0.12
H -1.5943 0.5159 1.1646 0.13
H 1.3909 1.5145 3.0913 0.06
H 0.0569 2.5619 2.2457 0.05
H 2.3830 -0.0352 1.6594 0.06
H 1.2261 -1.1539 0.6648 0.05
```

***

[5]
Computed, not measured: a molecular structure, C3H9PS at a distorted geometry, with wB97M-V/def2-TZVPD.

- highest occupied orbital energy (Eh) = -0.29644
- ΔE to the lowest compared entry with this formula, charge and spin (kJ/mol) = 180.98
- multiplicity = 1
- molecular weight (g mol⁻¹) = 108.15
- Kohn-Sham gap (eV) = 9.01

Geometry as XYZ:
```
14
Properties=species:S:1:pos:R:3:lowdin_charge:R:1
C 1.1565 -1.0827 0.2145 -0.36
C 1.1361 1.4936 -0.5785 -0.34
C -1.7700 0.1606 -0.0026 -0.69
P 0.2671 -0.0488 -1.0676 0.86
S -2.4696 -1.4679 0.1465 0.59
H 0.3548 -1.8796 0.4882 0.03
H 1.5273 -0.6092 1.0341 -0.02
H 2.0433 -1.5361 -0.2426 0.03
H 0.7124 2.2640 -1.1218 0.00
H 2.1169 1.3279 -0.8961 0.01
H 1.0211 1.4664 0.4485 0.00
H -1.7399 0.7013 0.9788 0.02
H -2.2626 0.7813 -0.8192 0.01
H -2.0935 -1.5710 1.4178 -0.15
```

***

[6]
Computed, not measured: C15H20FNO2 in the gas phase, with wB97M-V/def2-TZVPD.

- SMILES = CCOC(=O)C1CCN(Cc2ccc(F)cc2)CC1
- highest occupied orbital energy (Eh) = -0.30934
- ΔE to the lowest compared entry with this formula, charge and spin (kJ/mol) = 52.61
- multiplicity = 1
- molecular weight (g mol⁻¹) = 265.33
- Kohn-Sham gap (eV) = 9.20

Geometry as XYZ:
```
39
Properties=species:S:1:pos:R:3:lowdin_charge:R:1
C -2.5398 4.0043 0.7547 -0.06
C -1.2235 3.8241 1.4964 -0.21
O -0.4231 2.8045 0.8950 -0.03
C 0.3159 3.1540 -0.1602 -0.47
O 0.3569 4.2755 -0.5991 0.12
C 1.1076 2.0045 -0.7586 -0.21
C 0.1861 0.9161 -1.3325 -0.11
C -0.3822 0.0000 -0.2412 -0.17
N 0.6288 -0.5846 0.6185 -0.17
C 1.4003 -1.6430 -0.0093 -0.16
C 0.5307 -2.8429 -0.2786 -0.23
C -0.3531 -3.2844 0.7001 -0.03
C -1.1568 -4.3870 0.4829 0.00
C -1.0619 -5.0495 -0.7280 -0.28
F -1.8425 -6.1304 -0.9487 0.05
C -0.1932 -4.6355 -1.7192 -0.01
C 0.5996 -3.5250 -1.4855 -0.03
C 1.4216 0.4559 1.2391 -0.18
C 2.1061 1.3944 0.2373 -0.11
H -3.1501 4.7407 1.2694 0.08
H -3.0808 3.0618 0.7106 0.08
H -2.3491 4.3514 -0.2579 0.08
H -1.3907 3.4856 2.5212 0.12
H -0.6589 4.7620 1.4986 0.12
H 1.6687 2.4593 -1.5837 0.15
H -0.6341 1.3771 -1.8854 0.12
H 0.7645 0.3182 -2.0402 0.11
H -0.9532 -0.8092 -0.7031 0.12
H -1.0548 0.5735 0.4008 0.12
H 2.1852 -1.9349 0.6976 0.13
H 1.8959 -1.3363 -0.9445 0.11
H -0.4092 -2.7421 1.6308 0.12
H -1.8477 -4.7383 1.2330 0.12
H -0.1464 -5.1738 -2.6527 0.12
H 1.2805 -3.1902 -2.2548 0.11
H 2.1762 -0.0118 1.8771 0.12
H 0.7475 1.0349 1.8747 0.11
H 2.6267 2.1888 0.7748 0.12
H 2.8521 0.8324 -0.3295 0.11
```

***

[7]
Computed, not measured: 4 unconnected molecules or ions with the total composition C4H16O4 at a distorted geometry, with wB97M-V/def2-TZVPD.

- SMILES = CO.CO.CO.CO
- highest occupied orbital energy (Eh) = -0.37889
- ΔE to the lowest compared entry with this formula, charge and spin (kJ/mol) = 271.41
- multiplicity = 1
- molecular weight (g mol⁻¹) = 128.17
- Kohn-Sham gap (eV) = 10.91

Geometry as XYZ:
```
24
Properties=species:S:1:pos:R:3:lowdin_charge:R:1
C -17.4938 -11.3266 -10.2623 -0.13
O -16.6732 -12.3132 -9.6160 -0.14
H -18.2574 -11.1391 -9.5045 0.08
H -16.8636 -10.4819 -10.5337 0.08
H -17.9645 -11.7216 -11.1676 0.08
H -17.0882 -12.6991 -8.8500 0.07
C -17.3233 -9.8450 -16.3313 -0.18
O -16.9384 -8.8168 -17.2219 -0.11
H -16.4370 -10.2313 -15.8127 0.07
H -18.0321 -9.5530 -15.5564 0.08
H -17.8022 -10.6970 -16.8319 0.07
H -16.1557 -9.1474 -17.6690 0.07
C -10.7221 -14.0247 -12.8240 -0.18
O -10.3166 -14.8454 -13.8996 -0.12
H -9.8427 -13.3992 -12.6475 0.08
H -11.5538 -13.3189 -12.9246 0.07
H -10.9050 -14.6259 -11.9267 0.08
H -10.9860 -15.5039 -14.1069 0.07
C -15.0912 -12.4646 -13.3153 -0.17
O -14.8095 -11.7415 -12.1324 -0.12
H -14.6693 -11.9049 -14.1539 0.07
H -14.5049 -13.3912 -13.2982 0.07
H -16.1200 -12.6919 -13.6014 0.08
H -15.4191 -12.0462 -11.4501 0.03
```

***

[8]
Computed, not measured: a molecular structure, C29H44BClN11NiS3 at a distorted geometry, with wB97M-V/def2-TZVPD.

- total charge = +1
- expectation value of S² = 2.039
- highest occupied orbital energy (alpha / beta) (Eh) = -0.37297 / -0.37991
- ΔE to the lowest compared entry with this formula, charge and spin (kJ/mol) = 132.21
- multiplicity = 3
- molecular weight (g mol⁻¹) = 747.91
- Kohn-Sham gap (alpha / beta) (eV) = 6.92 / 6.01

Geometry as XYZ:
```
90
Properties=species:S:1:pos:R:3:lowdin_charge:R:1
Ni -0.3524 -0.1123 -3.5778 -0.14
C 3.1166 -3.9688 -1.5985 -0.05
C 2.6833 -2.6264 -1.1064 -0.24
C 3.4159 -1.8776 -0.2470 0.08
C 2.9522 -0.6010 0.1616 -0.19
N 1.7883 -0.1444 -0.2112 0.18
N 1.0489 -0.8798 -1.0587 0.03
B -0.3718 -0.3926 -1.4896 -0.57
N -1.4805 -1.4587 -1.2249 -0.02
N -1.5065 -1.6917 0.1028 0.18
C -2.3626 -2.5396 0.5921 -0.19
C -3.2945 -3.1880 -0.2558 0.08
C -3.2820 -2.9613 -1.5927 -0.24
C -4.2422 -3.6329 -2.5190 -0.06
C -2.2925 -2.0686 -2.1221 -0.65
S -2.1392 -1.8677 -3.7995 0.71
C -2.2877 -2.7481 2.0989 -0.54
C -2.6308 -1.4185 2.7738 -0.04
C -3.2577 -3.8292 2.5712 -0.06
C -0.8545 -3.1514 2.4643 -0.04
N -0.8456 0.9501 -0.7737 0.02
N -0.5436 1.1921 0.5228 0.19
C -1.1030 2.2163 1.1061 -0.20
C -2.0186 3.0594 0.4202 0.07
C -2.3831 2.7824 -0.8514 -0.24
C -3.3843 3.5871 -1.6137 -0.05
C -1.7477 1.6609 -1.4605 -0.57
S -2.1618 1.1604 -3.0243 0.84
C -0.7958 2.5225 2.5660 -0.54
C -0.1388 3.9077 2.6482 -0.03
C -2.1111 2.5338 3.3594 -0.03
C 0.1520 1.4959 3.1686 -0.05
C 1.4796 -2.0383 -1.5866 -0.56
S 0.5993 -2.7143 -2.8565 0.92
C 3.7643 0.2531 1.1277 -0.54
C 5.2709 0.0632 0.9186 -0.05
C 3.4026 -0.1990 2.5503 -0.03
C 3.4360 1.7291 0.9098 -0.06
H 4.0830 -4.2374 -1.1777 0.09
H 3.1874 -3.9743 -2.6871 0.08
H 2.3879 -4.7329 -1.3243 0.09
H 4.3655 -2.2481 0.1088 0.12
H -4.0199 -3.8707 0.1613 0.12
H -4.9297 -4.2671 -1.9642 0.09
H -3.7057 -4.2381 -3.2506 0.08
H -4.8096 -2.8915 -3.0827 0.09
H -3.6631 -1.1269 2.5665 0.10
H -1.9701 -0.6347 2.4081 0.05
H -2.5118 -1.5049 3.8547 0.10
H -4.2964 -3.5606 2.3741 0.09
H -3.1532 -3.9579 3.6483 0.09
H -3.0514 -4.7930 2.1035 0.09
H -0.1474 -2.3820 2.1540 0.07
H -0.5769 -4.0905 1.9819 0.09
H -0.7735 -3.2863 3.5429 0.09
H -2.4422 3.9151 0.9285 0.13
H -3.7328 4.4270 -1.0181 0.09
H -4.2410 2.9699 -1.8884 0.09
H -2.9543 3.9580 -2.5454 0.08
H -0.8054 4.7043 2.3179 0.08
H 0.7683 3.9433 2.0418 0.08
H 0.1383 4.1197 3.6808 0.09
H -2.8164 3.2770 2.9859 0.08
H -1.9022 2.7738 4.4020 0.09
H -2.5957 1.5589 3.3277 0.08
H 1.1317 1.5721 2.7079 0.05
H -0.2075 0.4778 3.0322 0.07
H 0.2608 1.6867 4.2368 0.10
H 5.6095 -0.9331 1.1978 0.08
H 5.8080 0.7685 1.5538 0.09
H 5.5638 0.2566 -0.1147 0.10
H 3.7949 -1.1995 2.7403 0.09
H 2.3264 -0.2301 2.6941 0.06
H 3.8376 0.4764 3.2873 0.10
H 3.8217 2.0459 -0.0604 0.07
H 3.9139 2.3289 1.6847 0.09
H 2.3617 1.9055 0.9237 0.05
N 3.1357 4.0644 -2.1083 0.15
N 2.0949 3.4047 -2.7320 -0.28
N 1.3943 3.9573 -3.6896 0.15
C 0.5885 2.9558 -4.0245 -0.20
N 0.8173 1.8669 -3.2869 -0.03
N 1.8010 2.1726 -2.4610 0.12
H 2.9889 5.0582 -2.2534 0.11
H 3.1189 3.8138 -1.1252 0.08
H -0.1648 3.0272 -4.7865 0.11
Cl 0.0140 0.0889 -5.8177 0.64
C 1.1796 -0.6823 -4.7026 -0.57
H 2.0591 -0.0571 -4.5873 0.02
H 1.3969 -1.6800 -5.0514 -0.01
```

***

[9]
Computed, not measured: a molecular structure, C14H14LiN2O3 at a distorted geometry, with wB97M-V/def2-TZVPD.

- total charge = +1
- highest occupied orbital energy (Eh) = -0.44795
- multiplicity = 1
- molecular weight (g mol⁻¹) = 265.22
- Kohn-Sham gap (eV) = 7.49

Geometry as XYZ:
```
34
Properties=species:S:1:pos:R:3:lowdin_charge:R:1
C 0.9688 2.3255 -0.5647 -0.04
C 0.4011 2.4210 -1.9951 -0.21
O -0.1534 1.2073 -2.5087 -0.12
C 0.7773 0.1748 -2.5911 -0.19
C 0.5417 -0.8501 -1.4788 -0.15
C 1.4578 -1.7665 -1.1232 -0.23
N 2.7204 -1.8786 -1.7082 0.16
C 1.0823 -2.6969 0.0331 -0.30
O 1.3527 -3.8765 0.0049 0.14
C 0.3346 -2.0200 1.1415 0.08
C -0.5720 -1.1054 0.7994 -0.09
C -1.3690 -0.3186 1.7590 -0.17
C -0.7127 0.2163 2.8568 -0.02
C -1.4387 0.9799 3.7370 -0.05
C -2.7701 1.1718 3.4753 -0.14
N -3.4403 0.6666 2.4543 0.10
C -2.7128 -0.0518 1.6211 -0.08
C -0.7552 -0.8497 -0.6904 -0.28
O -1.8411 -0.7026 -1.2003 0.15
H 0.6555 3.2220 -0.0287 0.09
H 0.5812 1.4789 0.0075 0.07
H 2.0589 2.2608 -0.5800 0.08
H -0.4305 3.1260 -1.9657 0.13
H 1.1203 2.8642 -2.6941 0.13
H 0.5965 -0.3357 -3.5534 0.10
H 1.8176 0.5163 -2.5311 0.15
H 2.7312 -1.9221 -2.7162 0.10
H 3.2870 -2.6074 -1.2915 0.12
H 0.5471 -2.2496 2.1793 0.14
H 0.3490 0.0490 2.9974 0.12
H -0.9074 1.4100 4.5748 0.11
H -3.3304 1.7933 4.1699 0.12
H -3.2205 -0.4727 0.7579 0.12
Li 0.2732 -2.1796 -3.3480 0.85
```